Entry 1:
The molecule C5H6O, computed with the ωB97M-V functional and the def2-TZVPD basis.

Bonds (Å) are listed after each position.
Cartesian coordinates (Å):
1 C -0.87 0.22 0.28  C2 1.587, C3 1.761, C4 1.601, H7 1.082, H9 1.088
2 C -1.06 -1.32 -0.04  C1 1.587, C3 1.456, H10 1.096, H11 1.091
3 C 0.33 -1.07 0.33  C1 1.761, C2 1.456, C4 1.459
4 C 0.59 0.18 -0.39  C1 1.601, C3 1.459, C5 1.516, H8 1.100
5 C 1.74 1.00 0.15  C4 1.516, O6 1.209, H12 1.119
6 O 2.10 2.03 -0.37  C5 1.209
7 H -0.98 0.58 1.29  C1 1.082
8 H 0.41 0.35 -1.46  C4 1.100
9 H -1.48 0.80 -0.40  C1 1.088
10 H -1.38 -1.41 -1.08  C2 1.096
11 H -1.65 -1.93 0.65  C2 1.091
12 H 2.24 0.56 1.05  C5 1.119

Results
Energy in Ha: -269.1923
Kohn-Sham gap in eV: 9.12
Molar mass in g mol⁻¹: 82.1
Spin multiplicity: 1

***

Entry 2:
The molecule C5H6O, computed with the ωB97M-V functional and the def2-TZVPD basis.

Bonds (Å) are listed after each position.
Cartesian coordinates (Å):
1 C -2.68 -0.14 0.08  C2 1.464, H7 1.095, H8 1.094, H9 1.095
2 C -1.23 0.09 0.03  C1 1.464, C3 1.206
3 C -0.04 0.26 -0.05  C2 1.206, C4 1.451
4 C 1.36 0.51 -0.30  C3 1.451, C5 1.470, O6 1.424, H10 1.090
5 C 2.46 -0.28 0.27  C4 1.470, O6 1.414, H11 1.089, H12 1.091
6 O 2.06 -0.46 -1.07  C4 1.424, C5 1.414
7 H -3.02 -0.62 -0.84  C1 1.095
8 H -2.95 -0.79 0.92  C1 1.094
9 H -3.22 0.80 0.19  C1 1.095
10 H 1.60 1.54 -0.58  C4 1.090
11 H 2.23 -1.10 0.96  C5 1.089
12 H 3.43 0.19 0.39  C5 1.091

Results
Energy in Ha: -269.2492
Kohn-Sham gap in eV: 10.54
Molar mass in g mol⁻¹: 82.1
Spin multiplicity: 1

***

Entry 3:
The molecule C5H6O, computed with the ωB97M-V functional and the def2-TZVPD basis.

Bonds (Å) are listed after each position.
Cartesian coordinates (Å):
1 C 2.19 -0.69 0.14  C2 1.450, H7 1.092, H8 1.092, H9 1.094
2 C 0.89 -0.04 0.22  C1 1.450, C3 1.207
3 C -0.11 0.56 0.51  C2 1.207, C4 1.457
4 C -1.52 0.93 0.40  C3 1.457, C5 1.543, H10 1.098, H11 1.095
5 C -1.76 -0.05 -0.77  C4 1.543, O6 1.204, H12 1.109
6 O -2.17 -1.17 -0.65  C5 1.204
7 H 2.63 -0.61 1.13  C1 1.092
8 H 2.84 -0.18 -0.58  C1 1.092
9 H 2.11 -1.75 -0.13  C1 1.094
10 H -1.64 1.99 0.16  C4 1.098
11 H -2.10 0.68 1.30  C4 1.095
12 H -1.36 0.34 -1.73  C5 1.109

Results
Energy in Ha: -269.2714
Kohn-Sham gap in eV: 10.33
Molar mass in g mol⁻¹: 82.1
Spin multiplicity: 1

***

Entry 4:
The molecule C5H6O, computed with the ωB97M-V functional and the def2-TZVPD basis.

Bonds (Å) are listed after each position.
Cartesian coordinates (Å):
1 C 1.06 -0.20 0.10  C2 1.884, C4 1.829, H7 1.090, H8 1.099, H9 1.091
2 C 0.15 0.81 -1.21  C1 1.884, C3 1.482, C4 1.699, H10 1.090, H11 1.090
3 C -1.27 0.99 -0.81  C2 1.482, C4 1.328
4 C -0.73 0.19 0.11  C1 1.829, C2 1.699, C3 1.328, C5 1.468
5 C -1.32 -0.66 1.15  C4 1.468, O6 1.209, H12 1.104
6 O -0.79 -1.55 1.78  C5 1.209
7 H 1.56 0.55 0.71  C1 1.090
8 H 0.81 -1.07 0.72  C1 1.099
9 H 1.74 -0.57 -0.67  C1 1.091
10 H 0.34 0.22 -2.10  C2 1.090
11 H 0.82 1.66 -1.08  C2 1.090
12 H -2.38 -0.37 1.29  C5 1.104

Results
Energy in Ha: -269.1291
Kohn-Sham gap in eV: 9.87
Molar mass in g mol⁻¹: 82.1
Spin multiplicity: 1

***

Entry 5:
The molecule C5H6O, computed with the ωB97M-V functional and the def2-TZVPD basis.

Bonds (Å) are listed after each position.
Cartesian coordinates (Å):
1 C 0.82 1.90 1.31  C2 1.203, H7 1.066
2 C 0.61 0.74 1.03  C1 1.203, C3 1.486
3 C 0.31 -0.67 0.68  C2 1.486, O4 1.394, C5 1.504, H8 1.100
4 O 1.20 -1.18 -0.26  C3 1.394, H9 1.035
5 C -0.97 -0.38 -0.05  C3 1.504, C6 1.341, H10 1.082
6 C -0.94 -0.49 -1.39  C5 1.341, H11 1.074, H12 1.087
7 H 1.11 2.87 1.64  C1 1.066
8 H 0.26 -1.24 1.62  C3 1.100
9 H 0.81 -0.68 -1.08  O4 1.035
10 H -1.74 0.14 0.51  C5 1.082
11 H -1.56 0.12 -2.02  C6 1.074
12 H -0.51 -1.38 -1.83  C6 1.087

Results
Energy in Ha: -269.2084
Kohn-Sham gap in eV: 10.38
Molar mass in g mol⁻¹: 82.1
Spin multiplicity: 1

***

Entry 6:
The molecule C5H6O, computed with the ωB97M-V functional and the def2-TZVPD basis.

Bonds (Å) are listed after each position.
Cartesian coordinates (Å):
1 C -0.77 -2.03 -1.30  C2 1.463, H7 1.095, H8 1.095, H9 1.095
2 C -0.10 -1.00 -0.49  C1 1.463, C3 1.205
3 C 0.42 -0.16 0.20  C2 1.205, C4 1.466
4 C 0.92 0.92 1.05  C3 1.466, C5 1.522, H10 1.098, H11 1.094
5 C 0.07 2.15 0.78  C4 1.522, O6 1.204, H12 1.110
6 O -0.74 2.59 1.56  C5 1.204
7 H -0.77 -2.99 -0.78  C1 1.095
8 H -0.27 -2.16 -2.27  C1 1.095
9 H -1.81 -1.74 -1.48  C1 1.095
10 H 1.97 1.14 0.83  C4 1.098
11 H 0.83 0.66 2.11  C4 1.094
12 H 0.23 2.62 -0.21  C5 1.110

Results
Energy in Ha: -269.2849
Kohn-Sham gap in eV: 10.47
Molar mass in g mol⁻¹: 82.1
Spin multiplicity: 1